Record 1
148
Properties=species:S:1:pos:R:3 method="wB97M-V/def2-TZVPD" homo_lumo_gap_ev=4.4 lumo_ev=-0.69 charge=-1
C 1.5900 0.3417 6.5732
O 1.7509 -1.1032 6.5928
C 0.7676 -1.7251 7.4717
C -0.4027 -2.3360 6.5074
C -1.6408 -1.3072 6.3343
Al -2.2394 -1.3824 4.3592
C -4.1790 -0.6134 4.3557
C -4.2249 0.9138 3.8092
C -5.4538 1.7288 4.4558
Cl -5.0716 3.5447 4.1780
C -1.1572 -0.1717 3.1133
C -0.0056 -0.9029 2.2787
C -0.2192 -0.9718 0.6985
C 0.8042 -1.6032 -0.2988
C 2.1063 -2.2525 0.2848
C 2.3384 -2.1993 1.8475
C 1.3151 -1.5169 2.8521
C -2.4118 -3.3285 3.7506
C -3.8580 -3.9966 3.8836
C -4.0528 -5.5404 3.4644
C -2.8732 -6.4158 2.9045
C -1.4543 -5.7729 2.7760
C -1.2685 -4.2453 3.1961
H 0.5042 0.6978 6.6623
H 2.0464 0.7749 5.5996
H 2.1414 0.7488 7.5125
H 1.2569 -2.6499 7.9773
H 0.3212 -0.9833 8.2338
H -0.8345 -3.3296 6.9087
H 0.0664 -2.4802 5.4550
H -2.5321 -1.7135 6.9662
H -1.4469 -0.2422 6.7164
H -4.7493 -1.2481 3.5591
H -4.6930 -0.7672 5.3725
H -4.2650 0.9612 2.6485
H -3.2408 1.4100 4.1260
H -6.4453 1.5523 3.8809
H -5.5615 1.6120 5.5900
H -0.6301 0.6345 3.7719
H -1.8455 0.4075 2.3744
H -1.1723 -0.4935 0.2417
H 0.5503 -1.5607 -1.4275
H 2.8291 -2.7395 -0.4601
H 3.3069 -2.6871 2.2262
H 1.5115 -1.4925 3.9952
H -4.7451 -3.3862 4.3137
H -5.1135 -5.9742 3.6123
H -3.0309 -7.5190 2.5906
H -0.5670 -6.4169 2.3962
H -0.2029 -3.8417 3.1059
C 3.1597 -2.3453 -4.0301
C 3.0104 -2.6802 -5.3124
C 3.8159 -3.7730 -5.9280
O 3.6408 -4.0663 -7.0993
C 4.8045 -4.4570 -5.0853
C 4.9559 -4.1188 -3.8026
C 4.1308 -3.0445 -3.1816
O 4.2798 -2.7696 -2.0024
O 5.8733 -4.7447 -3.0091
O 2.1116 -2.0334 -6.1114
H 2.5800 -1.5553 -3.5708
H 5.3951 -5.2362 -5.5484
H 5.7877 -4.3232 -2.1306
H 2.1904 -2.4564 -6.9896
C 6.1543 -0.3837 -1.0180
C 5.6577 0.5120 -1.8706
C 5.8322 1.9723 -1.6531
O 5.3766 2.7546 -2.4684
C 6.5491 2.4085 -0.4488
C 7.0451 1.5121 0.4083
C 6.8926 0.0469 0.1739
O 7.3734 -0.7455 0.9676
O 7.7120 1.9023 1.5339
O 4.9670 0.1247 -2.9832
H 6.0341 -1.4477 -1.1696
H 6.6537 3.4739 -0.2928
H 7.9697 1.0727 1.9835
H 4.7161 0.9556 -3.4346
C -1.2510 -1.8819 -9.3915
C -1.7390 -0.9722 -10.2373
C -1.5546 0.4878 -9.9990
O -1.9979 1.2913 -10.8033
C -0.8408 0.9019 -8.7863
C -0.3553 -0.0078 -7.9379
C -0.5162 -1.4681 -8.1909
O -0.0444 -2.2716 -7.4039
O 0.3083 0.3647 -6.8052
O -2.4267 -1.3432 -11.3567
H -1.3762 -2.9444 -9.5539
H -0.7295 1.9646 -8.6162
H 0.5609 -0.4724 -6.3623
H -2.6714 -0.5066 -11.8002
C 4.4429 3.0498 -10.1953
C 4.1693 1.7642 -9.9626
C 3.0779 1.3581 -9.0315
O 2.8433 0.1726 -8.8573
C 2.3245 2.4171 -8.3510
C 2.6000 3.7045 -8.5809
C 3.6737 4.1098 -9.5333
O 3.8874 5.2939 -9.7343
O 1.9064 4.6989 -7.9508
O 4.8788 0.7686 -10.5699
H 5.2307 3.3574 -10.8703
H 1.5471 2.1083 -7.6645
H 2.2917 5.5356 -8.2861
H 4.4897 -0.0660 -10.2399
C -2.2011 8.0134 5.6546
C -2.3497 9.3147 5.4008
C -3.5642 9.8384 4.7136
O -3.6751 11.0383 4.5144
C -4.5874 8.8747 4.2956
C -4.4386 7.5707 4.5458
C -3.2359 7.0505 5.2580
O -3.1386 5.8588 5.4874
O -5.3833 6.6664 4.1588
O -1.3934 10.2210 5.7622
H -1.3254 7.6211 6.1547
H -5.4553 9.2663 3.7822
H -5.0500 5.7909 4.4527
H -1.7358 11.0893 5.4710
C -4.9960 -6.5781 9.6218
C -4.3321 -5.4382 9.4200
C -4.1918 -4.8524 8.0564
O -3.5951 -3.7999 7.9122
C -4.7837 -5.5824 6.9291
C -5.4442 -6.7244 7.1316
C -5.6082 -7.2952 8.4979
O -6.2349 -8.3330 8.6486
O -5.9977 -7.4167 6.0913
O -3.7553 -4.7617 10.4556
H -5.1072 -7.0128 10.6064
H -4.6574 -5.1609 5.9411
H -6.4177 -8.2011 6.4961
H -3.3399 -3.9734 10.0510
C -0.9688 3.5302 -3.2542
C 0.0536 3.0233 -2.5600
C 1.4495 3.0775 -3.0830
O 2.3626 2.6221 -2.4163
C 1.6669 3.6815 -4.4022
C 0.6443 4.1844 -5.0974
C -0.7472 4.1553 -4.5621
O -1.6559 4.6409 -5.2174
O 0.8354 4.7462 -6.3307
O -0.1399 2.4367 -1.3443
H -1.9857 3.4995 -2.8856
H 2.6817 3.6980 -4.7777
H -0.0533 5.0351 -6.6234
H 0.7480 2.1521 -1.0463

Record 2
145
Properties=species:S:1:pos:R:3 method="wB97M-V/def2-TZVPD" homo_lumo_gap_ev=6.0 lumo_ev=3.56 charge=-2
Na -0.5673 0.0828 0.2072
O -3.0130 -3.4095 0.9010
C -2.6390 -3.9132 2.0757
C -3.2302 -5.0885 2.5447
C -2.8508 -5.6252 3.7589
C -1.8875 -4.9941 4.5263
C -1.3021 -3.8231 4.0680
C -1.6581 -3.2696 2.8517
C -1.0647 -1.9707 2.3142
O -0.9771 -1.9125 0.9622
N 0.2539 -1.7937 2.9365
N 0.7696 -0.6005 2.9434
C 2.0100 -0.3958 3.1969
C 2.5581 0.9192 3.1936
Br 1.6197 2.1761 2.0869
C 3.7041 1.3375 3.7865
C 4.4644 0.6455 4.7960
C 5.8116 0.9868 4.9949
C 6.5617 0.3972 5.9900
C 5.9950 -0.5558 6.8234
C 4.6627 -0.8991 6.6490
C 3.9056 -0.3058 5.6606
H -2.2958 -2.7037 0.7078
H -3.9764 -5.5716 1.9275
H -3.3105 -6.5431 4.1062
H -1.5906 -5.4190 5.4763
H -0.5614 -3.3236 4.6755
H -1.6646 -1.1281 2.7100
H 0.8866 -2.5918 2.8141
H 2.7146 -1.2196 3.3804
H 4.0843 2.3101 3.5076
H 6.2669 1.7197 4.3417
H 7.5983 0.6831 6.1261
H 6.5825 -1.0134 7.6070
H 4.2096 -1.6309 7.3027
H 2.8574 -0.5412 5.5689
C -2.7287 -0.9036 -3.7477
Sb -1.2221 -1.4383 -2.2474
C -2.1769 -3.3926 -2.1672
C 0.2788 -2.0840 -3.8044
C 0.3185 -3.5373 -3.9518
C -0.5716 -4.1597 -4.8289
C -0.6676 -5.5359 -4.9285
C 0.1507 -6.3321 -4.1458
C 1.0673 -5.7340 -3.3017
C 1.1850 -4.3518 -3.1901
C 2.2044 -3.7943 -2.2949
Sb 1.3559 -2.9682 -0.4017
C 0.6081 -4.9395 0.1886
C 3.2212 -3.4601 0.6963
H -3.0684 -1.7848 -4.2860
H -2.3399 -0.1841 -4.4546
H -3.5769 -0.4496 -3.2428
H -2.3529 -3.7945 -3.1603
H -3.1235 -3.2889 -1.6463
H -1.5603 -4.0933 -1.6187
H 1.2193 -1.6629 -3.4591
H -0.0349 -1.5806 -4.7171
H -1.2172 -3.5364 -5.4376
H -1.3857 -5.9888 -5.6036
H 0.0791 -7.4126 -4.1978
H 1.7254 -6.3560 -2.7074
H 2.7163 -2.9438 -2.7357
H 2.9394 -4.5496 -2.0277
H 1.3871 -5.6924 0.1028
H -0.2308 -5.2301 -0.4308
H 0.2661 -4.8898 1.2169
H 3.7201 -4.3170 0.2547
H 2.9832 -3.6970 1.7303
H 3.8842 -2.6031 0.6802
C -4.7051 5.3464 -1.6387
C -3.2251 5.0030 -1.4087
C -2.3521 6.2552 -1.6205
O -2.8372 3.9824 -2.2947
C -2.2417 2.8972 -1.5743
C -2.1363 3.4336 -0.1360
O -3.0660 4.5137 -0.1120
C -2.4451 2.4065 1.0053
O -1.5454 1.4173 0.9918
C -3.8903 1.9336 0.8016
C -4.1100 0.6596 0.2999
C -5.3950 0.1959 0.0922
C -6.4813 1.0005 0.3948
C -6.2694 2.2736 0.8999
C -4.9817 2.7386 1.1043
C -2.3811 3.0732 2.3895
C -2.3297 2.1823 3.4580
C -2.2016 2.6288 4.7568
C -2.1139 3.9879 5.0161
C -2.1546 4.8814 3.9625
C -2.2877 4.4306 2.6577
C -0.8912 2.4145 -2.2208
O -0.3925 1.3527 -1.5559
C 0.0343 3.6448 -2.2323
C 0.9745 3.8007 -1.2226
C 1.8189 4.8972 -1.1934
C 1.7448 5.8560 -2.1912
C 0.8022 5.7178 -3.1970
C -0.0489 4.6262 -3.2152
C -1.0690 2.0754 -3.7113
C -0.0057 1.4146 -4.3164
C 0.0009 1.1483 -5.6708
C -1.0723 1.5314 -6.4581
C -2.1536 2.1544 -5.8620
C -2.1579 2.4160 -4.5017
H -4.8353 5.6851 -2.6631
H -5.0080 6.1283 -0.9478
H -5.3095 4.4601 -1.4631
H -2.4053 6.5751 -2.6570
H -1.3234 6.0111 -1.3746
H -2.6987 7.0521 -0.9680
H -2.9203 2.0359 -1.6053
H -1.1210 3.8128 0.0429
H -3.2421 0.0513 0.0880
H -5.5486 -0.7987 -0.3036
H -7.4916 0.6392 0.2433
H -7.1157 2.9079 1.1411
H -4.8202 3.7348 1.4905
H -2.3561 1.1284 3.2262
H -2.1575 1.9187 5.5725
H -2.0004 4.3463 6.0324
H -2.0733 5.9447 4.1548
H -2.3225 5.1430 1.8499
H 1.0243 3.0414 -0.4620
H 2.5303 4.9988 -0.3859
H 2.4127 6.7092 -2.1852
H 0.7247 6.4711 -3.9706
H -0.7962 4.5469 -3.9887
H 0.8117 1.0970 -3.6897
H 0.8474 0.6445 -6.1201
H -1.0730 1.3358 -7.5232
H -3.0068 2.4481 -6.4617
H -3.0148 2.8955 -4.0614
C 3.3759 2.2990 -3.0863
N 3.6005 1.1037 -2.3206
C 4.8008 0.3637 -2.6236
C 2.6687 0.5578 -1.5157
O 2.8372 -0.5083 -0.9478
H 3.2190 2.0612 -4.1437
H 4.2420 2.9624 -3.0045
H 2.4983 2.8112 -2.7026
H 5.6671 1.0299 -2.6284
H 4.7150 -0.1234 -3.6013
H 4.9270 -0.4005 -1.8573
H 1.7436 1.1370 -1.4135

Record 3
171
Properties=species:S:1:pos:R:3 method="wB97M-V/def2-TZVPD" homo_lumo_gap_ev=7.7 lumo_ev=-0.39 charge=0
C 2.1159 -2.6504 -0.9006
C 2.0448 -1.3524 -0.0893
C 2.5369 -0.1867 -0.6754
C 2.4968 0.9961 0.0519
C 1.9512 0.9623 1.3388
C 1.8987 2.2564 2.1747
C 0.9453 3.3081 1.6212
C 1.3522 4.0761 0.5284
C 0.5376 5.0423 -0.0005
C -0.7349 5.3154 0.5105
P -1.6596 6.6263 -0.3719
N -1.1579 8.0185 0.0854
O -3.2710 6.5370 -0.1810
O -1.4026 6.3594 -1.9656
C -1.1348 4.5600 1.6112
C -0.3199 3.5537 2.1586
C -0.9211 2.7798 3.3268
O -0.3020 2.4302 4.2998
C -2.4218 2.5088 3.1739
C -2.9862 1.2868 3.5301
O -2.2487 0.2509 4.0697
B -2.2066 -0.7248 3.0624
O -2.8168 -1.9534 3.2459
O -1.5733 -0.4776 1.8408
C -4.3537 1.1057 3.3243
C -5.1319 2.1076 2.7792
C -4.5813 3.3341 2.4344
C -3.2220 3.5116 2.6354
C -2.4796 4.7931 2.2785
O -2.9234 5.8793 2.5535
C 1.4565 -0.1964 1.9077
C 1.5095 -1.3909 1.1810
H 1.5649 -2.5335 -1.8468
H 1.7064 -3.4672 -0.2901
H 3.1668 -2.9103 -1.1250
H 2.9613 -0.2622 -1.6786
H 2.9050 1.8991 -0.4330
H 1.6816 1.9699 3.2067
H 2.9062 2.6943 2.1623
H 2.3292 3.8670 0.1124
H 0.9080 5.6243 -0.8456
H -0.4558 7.9085 0.8080
H -3.5648 5.6589 0.0909
H -1.8565 5.5218 -2.1513
H -3.2958 -2.1821 2.4423
H -2.1733 0.0216 1.2719
H -4.8018 0.1494 3.5976
H -6.1965 1.9536 2.6105
H -5.1568 4.1501 2.0020
H 1.0593 -0.1466 2.9207
H 1.1371 -2.2981 1.6537
C 4.1819 -4.9434 -3.6841
C 4.3121 -4.6988 -2.2466
N 4.4143 -4.5007 -1.1166
H 3.4185 -5.7061 -3.8685
H 3.8874 -4.0245 -4.1895
H 5.1355 -5.2851 -4.0861
C 2.9906 2.7419 -4.2596
C 3.1749 2.9939 -2.8304
N 3.3199 3.2003 -1.7083
H 2.1805 2.0293 -4.4066
H 2.7437 3.6750 -4.7640
H 3.9070 2.3339 -4.6831
C -3.1089 -5.0301 4.6858
C -3.1376 -6.1305 3.7174
N -3.1601 -6.9824 2.9447
H -2.4430 -4.2448 4.3325
H -4.1096 -4.6191 4.8039
H -2.7565 -5.3910 5.6503
C 6.6734 2.2008 1.0242
C 5.5934 1.5404 1.7665
N 4.7455 1.0219 2.3493
H 7.6350 1.8589 1.3948
H 6.5955 1.9623 -0.0358
H 6.6063 3.2781 1.1542
C 3.1847 8.4970 1.0602
C 3.3828 7.1131 0.6275
N 3.5381 6.0332 0.2630
H 2.3512 8.9328 0.5125
H 2.9687 8.5299 2.1275
H 4.0805 9.0750 0.8596
C -5.2308 -8.4862 0.3904
C -6.3701 -9.3583 0.0901
N -7.2706 -10.0321 -0.1521
H -4.9464 -8.5880 1.4361
H -4.3833 -8.7568 -0.2362
H -5.5006 -7.4493 0.1962
C -1.9348 2.3728 7.3111
C -2.1780 2.4820 8.7545
N -2.3681 2.5676 9.8859
H -2.7988 2.7428 6.7613
H -1.0610 2.9598 7.0360
H -1.7614 1.3327 7.0413
C 1.2241 8.3737 -2.9902
C 1.4296 6.9762 -3.3907
N 1.5904 5.8824 -3.7138
H 0.3770 8.7915 -3.5287
H 1.0259 8.4280 -1.9199
H 2.1124 8.9560 -3.2170
C -8.5511 -7.7103 -2.2319
C -8.6902 -6.2864 -1.9133
N -8.7993 -5.1734 -1.6411
H -8.0489 -7.8294 -3.1909
H -7.9653 -8.2003 -1.4586
H -9.5327 -8.1839 -2.2824
C -11.6174 -10.5237 -0.6835
C -11.5161 -9.6163 -1.8297
N -11.4366 -8.9028 -2.7295
H -10.6308 -10.9134 -0.4352
H -12.0169 -9.9885 0.1758
H -12.2790 -11.3527 -0.9277
C 8.3729 2.2001 4.7588
C 8.4862 3.1469 3.6404
N 8.5749 3.8812 2.7587
H 9.3553 1.8447 5.0418
H 7.9122 2.6952 5.6123
H 7.7597 1.3551 4.4638
C 2.6186 8.4769 -6.7389
C 2.1451 9.5951 -5.9160
N 1.7743 10.4669 -5.2633
H 1.9777 8.3641 -7.6114
H 3.6387 8.6668 -7.0673
H 2.5956 7.5559 -6.1573
C 6.9421 -1.4532 7.2625
C 7.9967 -0.7332 6.5412
N 8.8218 -0.1683 5.9721
H 6.7238 -2.3912 6.7557
H 7.2688 -1.6641 8.2789
H 6.0382 -0.8476 7.2961
C 0.2159 -7.5177 -3.9355
C 1.2368 -6.7394 -4.6434
N 2.0415 -6.1282 -5.1943
H 0.0462 -8.4599 -4.4532
H 0.5478 -7.7232 -2.9192
H -0.7157 -6.9563 -3.8999
C 8.3772 -4.6790 -0.4495
C 8.3617 -5.5106 -1.6578
N 8.3495 -6.1619 -2.6060
H 9.2339 -4.0076 -0.4718
H 7.4633 -4.0895 -0.3990
H 8.4433 -5.3100 0.4347
C -7.3442 -2.8056 0.3312
C -6.9303 -1.6293 1.1071
N -6.6061 -0.7100 1.7188
H -7.3623 -2.5682 -0.7300
H -6.6433 -3.6206 0.5006
H -8.3379 -3.1226 0.6392
C 5.7138 -1.5798 -0.0848
C 6.7388 -0.7968 -0.7824
N 7.5436 -0.1819 -1.3300
H 5.5451 -2.5209 -0.6084
H 6.0384 -1.7938 0.9326
H 4.7805 -1.0190 -0.0466
C 1.4959 -2.9683 -7.7738
C 1.6323 -2.7136 -6.3364
N 1.7407 -2.5172 -5.2081
H 0.7367 -3.7295 -7.9426
H 1.2037 -2.0529 -8.2850
H 2.4446 -3.3159 -8.1780
C 6.0745 11.6082 -1.0420
C 5.0177 10.6247 -1.3006
N 4.1889 9.8533 -1.5035
H 6.3756 11.5606 0.0030
H 6.9367 11.3967 -1.6713
H 5.7082 12.6090 -1.2626
C -14.1636 -7.0720 -4.1475
C -15.3019 -7.8569 -4.6378
N -16.1938 -8.4733 -5.0223
H -14.4909 -6.4014 -3.3549
H -13.3955 -7.7375 -3.7563
H -13.7429 -6.4824 -4.9599

| no. | highest occupied orbital energy (eV) |
| --- | --- |
| 1 | -5.11 |
| 2 | -2.42 |
| 3 | -8.05 |